{
  "formula": "C33H46ClNOP4STi",
  "method": "the ωB97M-V functional and the def2-TZVPD basis",
  "elements": ["P", "C", "C", "H", "C", "H", "C", "H", "C", "H", "C", "H", "C", "C", "H", "C", "H", "C", "H", "C", "H", "C", "H", "C", "C", "H", "C", "H", "C", "H", "C", "H", "C", "H", "Ti", "C", "C", "H", "C", "O", "H", "C", "H", "C", "Cl", "P", "P", "C", "H", "H", "H", "C", "H", "H", "H", "C", "H", "H", "H", "C", "H", "H", "H", "C", "H", "H", "H", "C", "H", "H", "H", "P", "C", "C", "H", "H", "H", "H", "H", "H", "C", "H", "H", "H", "H", "S", "C", "N"],
  "positions_angstrom": [[0.773, -3.349, -5.256], [-0.340, -2.020, -5.745], [0.299, -1.729, -6.986], [1.372, -1.909, -7.059], [-0.460, -1.378, -8.083], [0.033, -1.272, -9.044], [-1.832, -1.167, -7.921], [-2.419, -0.902, -8.799], [-2.440, -1.277, -6.662], [-3.507, -1.055, -6.581], [-1.705, -1.687, -5.536], [-2.154, -1.735, -4.539], [2.306, -2.634, -4.551], [2.804, -1.302, -4.608], [2.121, -0.451, -4.728], [4.190, -1.085, -4.522], [4.611, -0.072, -4.617], [5.067, -2.167, -4.346], [6.146, -2.006, -4.326], [4.574, -3.466, -4.189], [5.239, -4.320, -4.062], [3.203, -3.682, -4.215], [2.789, -4.682, -4.097], [-0.007, -4.476, -4.007], [-0.223, -5.441, -5.017], [-0.081, -5.100, -6.055], [-0.522, -6.749, -4.705], [-0.609, -7.464, -5.513], [-0.705, -7.092, -3.362], [-0.956, -8.125, -3.125], [-0.577, -6.136, -2.343], [-0.763, -6.444, -1.304], [-0.201, -4.804, -2.638], [-0.116, -4.066, -1.830], [0.000, 0.294, 0.181], [1.773, -0.676, 1.040], [2.672, -1.464, 0.375], [1.994, -0.578, 2.124], [2.356, -2.017, -1.015], [2.220, -3.498, -1.005], [2.317, -3.861, -1.940], [1.069, -1.367, -1.046], [3.034, -1.602, -1.810], [-0.253, -1.213, -0.854], [-1.896, 1.006, -0.864], [-1.398, -1.768, 1.146], [1.116, 1.940, -1.286], [-2.991, -1.070, 1.648], [-3.440, -0.568, 0.785], [-2.828, -0.317, 2.427], [-3.628, -1.888, 2.012], [-1.838, -3.350, 0.377], [-1.005, -4.065, 0.419], [-2.087, -3.181, -0.678], [-2.711, -3.783, 0.886], [-0.549, -2.213, 2.679], [-0.376, -1.299, 3.261], [0.419, -2.667, 2.440], [-1.177, -2.916, 3.244], [0.295, 3.485, -0.790], [0.509, 3.699, 0.264], [-0.792, 3.369, -0.897], [0.667, 4.278, -1.450], [2.828, 2.096, -0.736], [3.394, 1.213, -1.061], [2.851, 2.127, 0.360], [3.249, 3.015, -1.163], [1.140, 1.991, -3.088], [0.183, 1.606, -3.467], [1.956, 1.368, -3.477], [1.273, 3.039, -3.399], [4.212, -2.058, 1.062], [4.640, -1.007, 2.444], [5.542, -1.973, -0.155], [3.818, -0.949, 3.162], [4.864, 0.007, 2.098], [5.523, -1.364, 2.988], [5.346, -2.649, -0.998], [6.515, -2.242, 0.285], [5.613, -0.945, -0.532], [4.102, -3.766, 1.637], [3.473, -3.837, 2.534], [5.087, -4.186, 1.895], [3.660, -4.376, 0.842], [-0.758, -1.405, -1.868], [-0.022, 1.769, 2.466], [-1.557, 2.191, 1.965], [-2.663, 2.601, 1.798]],
  "forces_ev_per_a": [[0.48, 1.48, 2.24], [0.04, 0.75, -0.77], [-1.38, 0.28, 0.09], [-0.23, -0.09, -0.33], [0.23, 0.53, 0.23], [-0.24, 0.11, 0.00], [-0.16, -0.09, 0.16], [0.01, -0.09, 0.32], [0.13, 0.27, -0.12], [0.39, -0.04, 0.08], [1.14, -0.27, -0.65], [0.01, -0.39, -0.48], [0.61, 0.47, 0.94], [0.00, -0.76, 0.03], [0.22, -0.48, -0.29], [0.12, -0.19, 0.22], [-0.31, -0.51, 0.04], [0.00, 0.24, 0.01], [-0.30, 0.05, -0.10], [-0.19, 0.12, 0.40], [-0.02, 0.29, 0.06], [-0.09, 0.70, -0.47], [0.20, -0.06, -0.21], [0.34, -0.32, -0.94], [-0.57, -0.87, 0.77], [-0.28, -0.94, 0.49], [-0.42, -0.14, 0.42], [-0.12, -0.18, 0.22], [0.10, 0.00, -0.11], [0.08, 0.28, 0.12], [0.07, 0.36, -0.09], [0.12, 0.21, -0.52], [-0.22, -0.36, -1.02], [0.14, -0.37, -0.46], [-2.14, 3.85, 3.35], [1.64, -1.73, -0.83], [0.10, -0.22, 0.74], [-0.29, 0.67, -0.71], [0.28, -0.63, -0.21], [0.71, 1.80, -0.86], [-0.11, 0.91, 1.23], [-4.51, -0.34, -0.16], [-0.45, -0.80, 0.45], [4.33, -4.10, -6.06], [0.41, -0.23, -0.10], [-0.76, 0.37, 1.49], [0.03, 1.06, 0.48], [-0.08, -0.03, 0.00], [-0.09, -0.16, 0.22], [-0.08, -0.12, -0.13], [0.05, 0.35, -0.03], [0.20, -0.15, -0.50], [-0.15, 0.23, 0.00], [-0.12, -0.19, 0.20], [0.28, 0.20, -0.09], [0.03, -0.18, 0.24], [-0.11, -0.21, -0.05], [-0.22, -0.07, 0.11], [0.28, 0.14, -0.02], [0.08, 0.15, -0.10], [0.02, 0.04, -0.30], [0.36, 0.17, -0.07], [-0.15, 0.06, 0.31], [0.32, 0.14, -0.07], [-0.02, 0.28, -0.05], [0.01, 0.17, -0.24], [0.19, -0.25, 0.20], [-0.12, -0.30, -0.26], [0.23, 0.19, -0.03], [-0.23, 0.21, 0.08], [-0.01, -0.42, 0.02], [1.08, -0.78, 0.88], [0.14, 0.41, 0.32], [-0.06, 0.20, -0.31], [0.07, -0.07, -0.07], [-0.10, -0.10, -0.04], [-0.16, -0.17, -0.25], [-0.03, 0.13, 0.17], [-0.45, 0.03, 0.07], [0.00, -0.18, 0.01], [-0.15, -0.29, 0.05], [0.05, 0.12, -0.24], [-0.18, 0.37, -0.15], [0.06, 0.14, 0.16], [-0.13, 0.21, 1.70], [0.62, -1.38, -1.35], [-4.06, 2.02, 0.20], [3.53, -1.48, 0.34]],
  "total_charge": 2,
  "orbital_gap_ev": 3.841,
  "molar_mass_g_mol": 712.020,
  "fmax_ev_per_a": 8.5,
  "homo_energy_ev": -11.75,
  "multiplicity": 1,
  "energy_ev": -122112.7308
}


{
  "formula": "C33H46HgNP3",
  "method": "the ωB97M-V functional and the def2-TZVPD basis",
  "elements": ["P", "P", "C", "C", "H", "H", "H", "H", "C", "H", "H", "H", "C", "H", "H", "H", "C", "H", "H", "H", "C", "H", "H", "H", "Hg", "C", "C", "C", "C", "C", "C", "C", "C", "C", "H", "H", "H", "H", "H", "H", "H", "H", "H", "H", "H", "H", "H", "H", "H", "N", "P", "C", "C", "C", "C", "C", "C", "C", "C", "C", "C", "C", "C", "C", "C", "C", "C", "C", "C", "H", "H", "H", "H", "H", "H", "H", "H", "H", "H", "H", "H", "H", "H", "H"],
  "positions_angstrom": [[-2.353, -0.709, -4.782], [1.099, -1.317, -4.250], [-0.985, -0.271, -5.893], [0.203, -1.223, -5.932], [-0.690, 0.766, -5.665], [-1.426, -0.272, -6.896], [-0.015, -2.274, -6.243], [0.931, -0.817, -6.656], [2.542, -0.279, -4.969], [3.285, -0.010, -4.204], [2.163, 0.662, -5.397], [3.053, -0.815, -5.775], [2.215, -2.817, -4.250], [2.823, -2.820, -5.166], [1.631, -3.743, -4.224], [2.907, -2.811, -3.394], [-3.451, 0.685, -4.685], [-4.132, 0.603, -3.827], [-4.048, 0.738, -5.611], [-2.877, 1.616, -4.602], [-3.198, -2.052, -5.639], [-2.568, -2.935, -5.782], [-3.517, -1.720, -6.631], [-4.084, -2.374, -5.087], [-1.658, 0.501, 1.212], [1.520, -0.784, -2.435], [0.794, 0.311, -3.147], [-0.592, 0.692, -2.706], [-1.472, -0.511, -2.247], [-1.768, -1.581, -3.350], [-0.560, -2.476, -3.406], [-0.002, -2.899, -2.030], [0.908, -1.743, -1.462], [-3.654, 0.058, 0.652], [2.639, -0.637, -2.331], [1.460, 1.115, -3.516], [-1.119, 1.262, -3.493], [-0.536, 1.356, -1.833], [-1.064, -1.037, -1.383], [-2.420, -0.087, -1.892], [-2.646, -2.199, -3.048], [-0.811, -3.370, -4.036], [0.630, -3.797, -2.150], [-0.782, -3.167, -1.281], [0.453, -1.237, -0.618], [1.739, -2.260, -0.984], [-4.177, -0.499, 1.459], [-3.720, -0.564, -0.261], [-4.218, 0.994, 0.466], [0.210, 0.899, 2.001], [0.495, 1.106, 3.540], [1.439, -0.206, 4.380], [1.633, -0.191, 5.763], [2.394, -1.199, 6.369], [2.927, -2.228, 5.575], [2.741, -2.232, 4.188], [1.993, -1.220, 3.583], [1.585, 2.539, 3.881], [1.785, 3.071, 5.167], [2.683, 4.137, 5.338], [3.350, 4.665, 4.220], [3.135, 4.141, 2.939], [2.247, 3.074, 2.769], [-0.829, 1.408, 4.758], [-1.355, 2.698, 4.917], [-2.415, 2.929, 5.799], [-2.990, 1.851, 6.488], [-2.522, 0.563, 6.276], [-1.467, 0.323, 5.402], [1.195, 0.602, 6.371], [2.567, -1.160, 7.441], [3.507, -3.017, 6.044], [3.184, -3.010, 3.559], [1.814, -1.163, 2.506], [1.255, 2.669, 6.032], [2.861, 4.530, 6.335], [4.051, 5.480, 4.350], [3.655, 4.537, 2.063], [2.028, 2.612, 1.799], [-0.911, 3.527, 4.362], [-2.776, 3.942, 5.940], [-3.812, 2.045, 7.177], [-2.988, -0.278, 6.811], [-1.124, -0.699, 5.239]],
  "forces_ev_per_a": [[1.68, -1.97, -1.68], [1.41, 1.80, 2.81], [-0.32, 0.24, -0.39], [0.78, -1.04, 0.03], [0.13, -0.43, 0.00], [-0.22, 0.29, -0.02], [-0.32, 0.76, 0.09], [-0.42, -0.22, 0.15], [0.27, 0.28, -0.34], [-0.11, -0.14, -0.23], [0.11, -0.20, 0.03], [0.08, 0.02, 0.02], [-0.25, -1.19, -1.30], [-0.07, -0.28, 0.13], [0.18, -0.14, 0.00], [-0.44, 0.27, -0.27], [-0.64, 0.56, 0.29], [0.16, 0.04, -0.22], [0.25, -0.17, 0.34], [-0.13, -0.29, 0.08], [-0.70, 0.07, -0.61], [0.21, 0.31, 0.24], [-0.05, -0.03, 0.04], [0.05, 0.10, 0.03], [0.23, -0.07, 0.73], [1.79, -1.75, -0.98], [-2.00, -0.13, -2.22], [0.22, -0.24, 0.95], [-1.03, 0.60, -0.21], [-0.45, 0.97, 2.91], [1.59, -0.11, -1.59], [-0.22, 0.74, -0.30], [0.83, -0.67, 0.97], [-0.25, -0.03, -0.18], [-1.44, -0.04, 0.37], [-0.85, -0.25, 0.57], [0.18, -0.05, 0.26], [-0.26, 0.27, 0.20], [-0.32, 0.49, -0.42], [-0.03, 0.02, -0.15], [0.04, 0.47, 0.12], [0.53, 0.60, 0.29], [-0.36, 0.38, -0.14], [0.25, 0.12, -0.36], [-0.31, 0.04, 0.40], [0.28, -0.06, 0.08], [0.45, 0.40, -0.36], [0.15, 0.32, 0.47], [0.33, -0.47, 0.11], [-0.62, -0.03, 0.81], [0.10, 0.29, -0.41], [0.00, -0.51, -0.38], [0.38, -0.40, 0.10], [-0.18, 0.07, -0.68], [-0.09, 0.37, -0.03], [-0.05, 0.09, -0.02], [-0.10, 0.32, 0.48], [-0.01, 0.24, -0.30], [0.54, 0.40, -0.33], [-0.25, -0.47, -0.68], [-0.22, -0.35, -0.03], [-0.16, -0.20, 0.16], [-0.04, -0.02, 0.39], [-1.09, -0.46, -0.23], [-0.08, -0.12, 0.30], [0.24, -0.55, -0.18], [0.07, 0.76, -0.18], [-0.19, -0.56, 0.20], [0.24, 0.59, -0.07], [0.17, -0.34, -0.16], [-0.02, -0.16, -0.15], [-0.03, 0.07, -0.06], [-0.15, 0.19, 0.35], [0.12, -0.18, 0.31], [0.16, 0.16, -0.30], [0.00, 0.05, -0.17], [-0.03, 0.01, 0.02], [-0.11, 0.00, 0.38], [0.20, 0.33, 0.31], [-0.11, -0.19, 0.22], [-0.06, -0.12, 0.02], [0.21, -0.15, -0.14], [0.23, 0.42, -0.32], [0.00, 0.29, 0.05]],
  "total_charge": 0,
  "orbital_gap_ev": 4.861,
  "molar_mass_g_mol": 750.250,
  "fmax_ev_per_a": 3.6,
  "homo_energy_ev": -4.68,
  "multiplicity": 1,
  "energy_ev": -68492.2705
}